(1)
This record from the OMol25 dataset describes C4H11NS in the gas phase in a non-equilibrium geometry. The level of theory is ωB97M-V with the def2-TZVPD basis set.

Output
SMILES = CCSCNC
2S+1 = 1
LUMO level = 1.01 eV

Element x y z (Å)
C: -0.8708 0.0264 1.8799
C: 0.6311 0.2457 1.9759
S: 1.7381 0.4553 0.5226
C: 0.8619 0.8319 -1.0140
N: 0.5893 -0.2011 -1.9748
C: -0.6115 -0.9797 -1.7481
H: -1.2503 -0.0122 2.9039
H: -1.0988 -0.8550 1.2960
H: -1.4492 0.8549 1.4642
H: 1.0021 -0.6892 2.3923
H: 0.9612 1.0982 2.5534
H: 1.5711 1.5526 -1.4169
H: -0.0678 1.3786 -0.7785
H: 0.7004 0.0387 -2.9496
H: -0.6871 -1.2635 -0.7085
H: -0.4983 -1.9538 -2.2410
H: -1.5216 -0.5280 -2.1570


(2)
This record from the OMol25 dataset describes C4H11NS in the gas phase in a non-equilibrium geometry. The level of theory is ωB97M-V with the def2-TZVPD basis set.

Output
SMILES = CCSCNC
2S+1 = 1
LUMO level = 0.98 eV

Element x y z (Å)
C: -1.2405 -0.5084 -2.2107
C: -0.7694 0.6175 -1.3652
S: 0.9850 0.0638 -0.9048
C: 0.4220 -0.7797 0.7356
N: -0.4498 -0.2243 1.8492
C: 0.2095 0.8087 2.6654
H: -1.4072 -1.4698 -1.6629
H: -0.6361 -0.5098 -3.1770
H: -2.1286 -0.1832 -2.6473
H: -1.3142 0.8882 -0.4356
H: -0.6956 1.5175 -2.0101
H: 1.4361 -0.9346 1.0921
H: -0.0145 -1.7375 0.4303
H: -0.8307 -0.9583 2.4194
H: 1.0585 0.3833 3.3675
H: -0.4236 1.2714 3.3845
H: 0.6142 1.4543 1.8219


(3)
This record from the OMol25 dataset describes a 2-piece molecular cluster, C4H11NS overall in a non-equilibrium geometry. The level of theory is ωB97M-V with the def2-TZVPD basis set.

Output
SMILES = C=CN.CSC
2S+1 = 1
LUMO level = 0.75 eV

Element x y z (Å)
C: 0.2537 3.5757 -3.7641
C: 0.1977 3.4346 -2.4238
N: 0.9532 3.9982 -1.4533
H: 1.0711 4.0380 -4.3069
H: -0.6132 3.3336 -4.3437
H: -0.5107 2.5777 -1.9953
H: 1.6697 4.6643 -1.8080
H: 1.0585 3.5771 -0.5011
C: 0.7888 -2.1338 2.7546
S: -0.9065 -2.2982 1.9131
C: -0.6424 -3.5147 0.5411
H: 1.5501 -1.5406 2.2051
H: 1.0473 -3.0919 3.2392
H: 0.5532 -1.4632 3.5580
H: 0.5122 -3.7117 0.4352
H: -0.9145 -4.4926 0.8106
H: -1.1790 -3.2777 -0.3767


(4)
This record from the OMol25 dataset describes a 2-piece molecular cluster, C4H11NS overall. The level of theory is ωB97M-V with the def2-TZVPD basis set.

Output
SMILES = C=CN.CSC
2S+1 = 1
LUMO level = 0.93 eV

Element x y z (Å)
C: -3.0153 -2.3699 0.7908
C: -3.0334 -1.1028 1.2041
N: -1.9337 -0.4019 1.6978
H: -2.1193 -2.9351 0.9860
H: -3.8544 -2.9091 0.3947
H: -3.9300 -0.5060 1.0608
H: -2.1468 0.1966 2.4864
H: -1.1689 -1.0240 1.9268
C: 1.7362 0.2599 -2.2446
S: 1.8333 1.5553 -0.9875
C: 1.8484 0.5738 0.5453
H: 0.8992 -0.3958 -2.0201
H: 2.6310 -0.3545 -2.2161
H: 1.5826 0.7056 -3.2131
H: 2.8408 0.6289 0.9946
H: 1.1363 1.0949 1.1732
H: 1.5799 -0.4638 0.4328


(5)
This record from the OMol25 dataset describes C4H11NS in the gas phase. The level of theory is ωB97M-V with the def2-TZVPD basis set.

Output
SMILES = C[C@@H](N)CCS
2S+1 = 1
LUMO level = 1.04 eV

Element x y z (Å)
C: -0.0549 0.4920 -2.0361
C: 0.2346 -0.3070 -0.7622
N: 1.6186 -0.7082 -0.6929
C: -0.1960 0.4783 0.4915
C: -0.5262 -0.4684 1.6550
S: -0.9800 0.3593 3.1968
H: 0.5589 1.3936 -2.0995
H: -1.0904 0.8315 -2.0971
H: 0.1575 -0.1128 -2.9194
H: -0.3894 -1.1981 -0.8425
H: 2.2683 -0.1374 -0.1838
H: 1.8012 -1.6895 -0.7541
H: 0.6231 1.1226 0.8064
H: -1.0276 1.1230 0.2489
H: -1.3154 -1.1631 1.3731
H: 0.3913 -0.9921 1.8778
H: -2.0736 0.9762 2.7381


(6)
This record from the OMol25 dataset describes an isolated ion of composition C4H11NS2 and charge -1 in a non-equilibrium geometry. The level of theory is ωB97M-V with the def2-TZVPD basis set.

Output
<S²> = 0.753
Net charge = -1
2S+1 = 2
LUMO level (alpha / beta) = 3.89 / 3.80 eV

Element x y z (Å)
N: 0.8247 2.1908 -0.0276
C: 0.2640 1.3121 0.9590
C: 1.3810 0.7785 1.8686
C: -0.5338 0.1091 0.3538
S: -1.4431 0.4988 -1.1437
S: -0.5775 -1.0088 -2.5683
C: -1.1996 -2.6122 -1.9933
H: 1.4115 1.7497 -0.7135
H: 0.1219 2.7360 -0.4903
H: -0.4384 1.8488 1.5858
H: 1.1889 0.9840 2.9178
H: 2.2704 1.3971 1.7115
H: 1.6225 -0.2776 1.8983
H: -1.0468 -0.3124 1.2189
H: 0.2644 -0.5697 0.0229
H: -0.6780 -2.9404 -1.0982
H: -2.2599 -2.5166 -1.7425
H: -1.1721 -3.3672 -2.7592


(7)
This record from the OMol25 dataset describes a 2-piece molecular cluster, C4H11NS2 overall in a non-equilibrium geometry. The level of theory is ωB97M-V with the def2-TZVPD basis set.

Output
2S+1 = 1
LUMO level = -2.71 eV

Element x y z (Å)
S: 4.0530 -1.2383 1.4791
S: 1.5351 -0.0860 2.4155
C: 1.2275 0.1930 0.6440
C: -0.2759 0.4805 0.4184
C: -0.9779 -0.8820 0.7284
N: -0.3831 0.7958 -0.9925
C: -1.6494 0.6776 -1.6447
H: 3.3006 -0.8009 0.4725
H: 1.7328 1.1374 0.4320
H: 1.4585 -0.6821 0.0572
H: -0.7483 1.3306 0.9207
H: -0.8404 -1.5941 -0.0986
H: -0.5774 -1.4480 1.5573
H: -2.0521 -0.6935 0.6564
H: 0.4511 0.8973 -1.5390
H: -1.8251 1.3495 -2.4933
H: -1.9328 -0.3119 -2.0279
H: -2.4962 0.8751 -0.9856


(8)
This record from the OMol25 dataset describes C4H11NS2 in the gas phase in a non-equilibrium geometry. The level of theory is ωB97M-V with the def2-TZVPD basis set.

Output
SMILES = CSSC[C@@H](C)N
2S+1 = 1
LUMO level = 0.74 eV

Element x y z (Å)
C: -2.9421 0.3502 -0.1531
S: -1.9566 1.2671 -1.3694
S: -0.5188 2.1297 -0.1704
C: 0.9253 1.0085 -0.4652
C: 0.6661 -0.4292 -0.0393
C: 1.9950 -1.1721 -0.2037
N: 0.1754 -0.5053 1.3451
H: -3.9602 0.2976 -0.5246
H: -2.5130 -0.6414 -0.0324
H: -2.9443 0.7849 0.8397
H: 1.1666 1.1225 -1.5228
H: 1.6700 1.4573 0.1998
H: -0.0327 -0.8947 -0.7319
H: 2.7393 -0.9584 0.5685
H: 2.5139 -0.8421 -1.1050
H: 1.9241 -2.2570 -0.2711
H: 0.2857 0.4008 1.7886
H: 0.8063 -1.1184 1.8472


(9)
This record from the OMol25 dataset describes a 3-piece molecular cluster, C4H11O2S overall in a non-equilibrium geometry. The level of theory is ωB97M-V with the def2-TZVPD basis set.

Output
Net charge = -1
2S+1 = 1
LUMO level = 1.20 eV

Element x y z (Å)
C: -0.2167 0.1989 1.8610
O: 0.1798 -1.0799 1.7510
C: -1.2279 0.6223 0.7027
C: -0.4122 0.7706 -0.5771
C: -0.7792 -0.3744 -1.5428
S: 0.1966 -0.1803 -3.0900
H: 0.6331 0.9443 1.8650
H: -0.8017 0.4222 2.7823
H: -1.9548 -0.1954 0.6414
H: -1.7477 1.5086 1.0778
H: -0.6439 1.7177 -1.0688
H: 0.6621 0.6234 -0.4921
H: -1.8378 -0.3010 -1.8363
H: -0.6620 -1.3901 -1.1784
H: 1.7040 -1.0225 -1.5642
H: 2.1772 -0.7483 -0.5599
H: 2.0294 -0.8972 0.9550
O: 2.7019 -0.6190 0.2736


(10)
This record from the OMol25 dataset describes C4H11O2Sr as an isolated structure in a non-equilibrium geometry. The level of theory is ωB97M-V with the def2-TZVPD basis set.

Output
Net charge = +1
2S+1 = 1
LUMO level (alpha / beta) = -3.36 / -2.84 eV

Element x y z (Å)
C: 2.2236 0.3114 0.9830
O: 1.0503 0.1297 0.1777
C: -0.0381 1.0002 0.5194
C: -1.1168 0.8273 -0.5225
O: -1.3191 -0.5823 -0.7100
C: -2.5299 -0.9254 -1.3937
H: 2.9614 -0.4318 0.6667
H: 2.6159 1.3222 0.8208
H: 1.9721 0.1628 2.0410
H: 0.3123 2.0405 0.5215
H: -0.4001 0.7303 1.5215
H: -0.8305 1.2726 -1.4858
H: -2.0477 1.2870 -0.1673
H: -2.5346 -0.4645 -2.3896
H: -2.5584 -2.0152 -1.4809
H: -3.3845 -0.5748 -0.8033
Sr: 0.5156 -1.7699 -0.7482
H: 5.1085 -2.3200 2.4497


(11)
This record from the OMol25 dataset describes C4H11O3Yb as an isolated structure in a non-equilibrium geometry. The level of theory is ωB97M-V with the def2-TZVPD basis set.

Output
<S²> = 0.754
Net charge = +2
2S+1 = 2
LUMO level (alpha / beta) = -9.38 / -10.51 eV

Element x y z (Å)
C: -0.2764 1.4681 -1.3286
O: 0.0077 0.2529 -0.6388
C: -0.2832 0.2833 0.7255
C: 0.2214 -0.9625 1.4116
O: 1.6086 -0.8660 1.6199
C: 2.1237 -1.9149 2.3994
H: 0.1382 1.7346 -2.3152
H: 0.3882 2.2093 -0.8356
H: -1.3775 0.3558 0.8958
H: 0.1718 1.1684 1.2113
H: -0.0020 -1.8554 0.7985
H: -0.3140 -1.0738 2.3729
H: 3.2008 -1.7444 2.5144
H: 1.6598 -1.9316 3.4013
H: 1.9448 -2.8937 1.9214
Yb: -2.8332 2.2496 -1.8661
O: -2.3934 1.1885 -3.7965
H: -2.6062 1.5122 -4.6779
H: -1.3789 0.8196 -3.8132


(12)
This record from the OMol25 dataset describes C4H11O4 as an isolated structure in a non-equilibrium geometry. The level of theory is ωB97M-V with the def2-TZVPD basis set.

Output
Net charge = -1
2S+1 = 1
LUMO level = 3.19 eV

Element x y z (Å)
C: -0.4656 1.0641 -1.5445
O: 0.0430 2.3242 -1.9092
C: -0.6203 0.8908 -0.0851
C: -0.4660 -0.5847 0.3840
C: 0.9543 -0.8301 0.8771
O: 1.1550 -1.8341 1.5556
H: -1.4597 1.1957 -2.0060
H: 0.0958 0.3054 -1.9630
H: 0.0851 1.4690 0.3672
H: -1.6657 1.2543 0.1974
H: -0.5664 -1.4184 -0.4830
H: -1.3279 -0.7461 1.0908
H: 1.8076 -0.3641 0.3931
H: 2.4319 1.3087 -2.2610
H: 1.2660 2.3377 -1.6325
O: 2.4678 2.1516 -2.0341
H: -1.1551 -2.2404 2.5802
H: -0.9663 -3.4850 3.2919
O: -1.6132 -2.7985 3.1811


Record order is preserved below.
ΔE to the lowest compared entry with this formula, charge and spin: 101.7; 175.3; 197.4; 102.0; 15.8; 28.4; 361.9; 21.2; 449.5; 0.0; 0.0; 370.2 kJ/mol
Record order is preserved below.
E: -611.9034; -611.8754; -611.8669; -611.9033; -611.9361; -1010.1086; -1010.0006; -1010.1303; -707.5268; -339.7896; -1542.6451; -459.9094 Ha